(1)
{
  "formula": "C8H5O3",
  "method": "ωB97M-V with the def2-TZVPD basis set",
  "relative_energy_kcal_mol": 0.0,
  "charge": -1,
  "energy_ev": -14516.0996,
  "lumo_ev": 3.7,
  "orbital_gap_ev": 5.67,
  "elements": ["O", "O", "O", "C", "C", "C", "C", "C", "C", "C", "C", "H", "H", "H", "H", "H"],
  "positions_angstrom": [[-1.575, 1.178, -4.477], [-2.640, -0.610, -3.664], [0.897, -0.927, -2.896], [0.045, -0.088, -2.022], [-0.915, -1.081, 0.512], [0.571, 0.414, -0.821], [0.581, 0.662, 1.490], [1.234, 0.956, 0.290], [-2.050, 0.329, -3.918], [-0.468, -0.261, 1.601], [-0.427, -0.571, -0.686], [-1.006, -0.593, 2.504], [2.124, 1.627, 0.257], [1.092, 1.230, 2.220], [-1.602, -1.848, 0.659], [1.486, -1.338, -2.254]],
  "forces_ev_per_angstrom": [[2.16, 4.42, -1.88], [-1.89, -2.60, 1.67], [-0.79, 0.67, 0.80], [-0.56, -0.84, -2.00], [2.24, 3.28, -1.45], [0.52, 0.10, 2.20], [-0.54, -0.70, 0.05], [-0.38, -0.20, -2.46], [-0.05, -1.81, 0.30], [-0.06, -0.80, 0.72], [0.34, -0.22, -0.16], [0.78, 0.99, 0.29], [-0.76, -0.70, -0.01], [-0.45, 0.14, 1.92], [-0.97, -1.35, 0.05], [0.42, -0.37, -0.04]],
  "nbo_charge": [-0.54, -0.55, -0.77, -0.09, -0.32, -0.07, -0.26, -0.33, 1.04, -0.26, -0.04, 0.18, 0.19, 0.19, 0.19, 0.43]
}

(2)
{
  "formula": "C2H5N3OS",
  "method": "ωB97M-V with the def2-TZVPD basis set",
  "relative_energy_kcal_mol": 57.0,
  "charge": 0,
  "energy_ev": -19506.4800,
  "lumo_ev": 0.8,
  "orbital_gap_ev": 10.05,
  "elements": ["S", "O", "N", "N", "N", "C", "C", "H", "H", "H", "H", "H"],
  "positions_angstrom": [[-1.841, 1.398, 0.321], [0.553, -1.197, 1.595], [1.089, 0.367, -1.079], [0.444, -0.745, -1.482], [-1.011, 0.304, 1.254], [1.109, 0.665, 0.167], [0.268, -0.166, 1.070], [-1.921, 0.722, -0.824], [-1.542, -0.367, 1.783], [0.734, -1.042, -2.458], [0.453, -1.502, -0.815], [1.665, 1.562, 0.468]],
  "forces_ev_per_angstrom": [[-0.34, 1.07, -0.09], [1.19, -1.65, 0.58], [1.18, 0.73, 0.25], [-0.08, -0.64, -1.87], [0.01, -0.39, 0.31], [0.10, -0.02, -1.18], [-0.75, 1.51, 0.18], [-0.02, -0.31, -0.33], [-0.34, -0.11, 0.16], [-0.46, 0.65, 1.96], [-0.03, -0.37, 0.03], [-0.46, -0.46, 0.00]],
  "nbo_charge": [0.21, -0.58, -0.19, -0.66, -0.78, -0.11, 0.62, 0.10, 0.40, 0.38, 0.36, 0.22]
}

(3)
{
  "formula": "C15H35ClNO3",
  "method": "ωB97M-V with the def2-TZVPD basis set",
  "charge": 1,
  "energy_ev": -36270.5412,
  "lumo_ev": -3.3,
  "orbital_gap_ev": 8.59,
  "elements": ["Cl", "O", "O", "O", "N", "C", "C", "C", "C", "C", "C", "C", "C", "C", "C", "C", "C", "C", "C", "C", "H", "H", "H", "H", "H", "H", "H", "H", "H", "H", "H", "H", "H", "H", "H", "H", "H", "H", "H", "H", "H", "H", "H", "H", "H", "H", "H", "H", "H", "H", "H", "H", "H", "H", "H"],
  "positions_angstrom": [[-1.458, -0.061, 6.922], [-1.047, 0.281, 4.285], [-1.010, -2.092, -3.625], [-1.421, 2.526, -2.227], [1.718, 0.317, 5.247], [0.361, -1.770, -3.856], [-0.253, -1.739, 0.507], [-2.648, 1.224, -3.837], [1.208, -0.483, 2.178], [-0.774, 2.740, -4.541], [-0.310, 1.500, 4.316], [0.830, -0.858, 5.499], [0.489, -0.377, 0.783], [-0.613, 0.749, 0.729], [1.238, 1.252, 4.184], [1.235, -2.950, -3.457], [-0.696, -0.574, 5.336], [0.557, -1.404, -5.319], [1.717, 0.891, 2.746], [-1.299, 1.811, -3.457], [1.595, -1.134, -5.524], [1.075, -3.206, -2.407], [2.835, 0.845, 2.767], [2.097, -1.135, 2.008], [0.599, -0.909, -3.227], [1.871, 0.872, 6.093], [-0.293, 1.489, -0.029], [1.485, 1.710, 2.031], [1.690, 2.245, 4.416], [-0.652, 2.214, -5.489], [0.477, -2.568, 0.588], [-3.393, 2.014, -3.967], [2.293, -2.727, -3.605], [0.280, -2.239, -5.968], [-0.486, 1.952, 5.325], [-1.609, 0.352, 0.441], [-1.232, -2.850, -4.174], [0.980, -3.837, -4.044], [-0.726, -1.684, -0.498], [2.641, -0.036, 4.971], [-1.171, -1.547, 5.103], [1.238, -0.157, 0.000], [-1.456, 3.581, -4.694], [0.191, 3.162, -4.249], [-2.583, 0.651, -4.764], [0.987, -1.168, 6.554], [0.523, -1.042, 2.844], [-3.015, 0.567, -3.047], [-1.091, -1.883, 1.226], [-0.583, 1.005, -3.288], [-0.648, 2.236, 3.568], [-2.050, 3.243, -2.357], [-0.083, -0.562, -5.592], [-0.763, 1.288, 1.686], [1.151, -1.725, 4.889]],
  "forces_ev_per_angstrom": [[0.58, 0.03, -0.59], [0.59, -0.04, 0.21], [-0.04, 0.37, 0.36], [0.35, -0.20, 0.35], [0.23, -0.09, -0.26], [0.01, -0.58, -0.50], [0.54, 0.74, -0.23], [-0.07, -0.22, 0.10], [0.30, -0.11, -0.97], [0.26, 0.01, 0.02], [0.98, -0.05, 1.63], [-0.60, -0.92, 1.26], [-1.48, -0.29, 0.76], [0.49, 0.19, -0.20], [-0.88, 2.20, -1.85], [0.10, 0.02, 0.25], [-0.38, -0.54, -0.56], [-0.01, 0.26, -0.03], [0.49, -1.02, 0.32], [-0.52, 0.42, -0.38], [-0.03, -0.02, -0.03], [0.02, 0.06, -0.02], [-0.68, 0.17, 0.07], [-0.60, 0.30, 0.27], [-0.18, -0.03, 0.07], [-0.25, -0.27, 0.05], [-0.55, -0.20, 0.39], [-0.12, -0.36, 0.75], [-0.16, -0.72, 0.01], [-0.02, 0.04, 0.01], [-0.59, 0.16, -0.23], [0.11, 0.06, -0.10], [-0.02, -0.04, -0.02], [0.09, -0.06, 0.07], [0.07, -0.06, -0.68], [0.72, 0.21, 0.06], [-0.01, -0.03, -0.03], [0.04, 0.08, -0.10], [0.50, -0.33, 0.53], [-0.10, 0.11, 0.05], [0.24, 0.62, 0.21], [-0.29, -0.31, 0.37], [-0.08, -0.10, -0.04], [0.00, -0.07, -0.02], [-0.03, 0.00, 0.03], [-0.04, 0.23, -0.69], [0.31, 0.54, -0.20], [0.08, -0.05, -0.06], [0.68, 0.11, -0.26], [-0.02, 0.07, 0.19], [0.06, -0.78, 0.15], [-0.04, 0.01, -0.07], [0.05, 0.01, 0.05], [0.16, -0.37, -0.46], [-0.25, 0.85, -0.02]],
  "nbo_charge": [-0.06, -0.48, -0.73, -0.73, -0.51, 0.09, -0.61, -0.63, -0.43, -0.63, -0.10, -0.29, -0.21, -0.63, -0.08, -0.63, 0.10, -0.63, -0.44, 0.10, 0.21, 0.21, 0.22, 0.22, 0.17, 0.45, 0.24, 0.26, 0.24, 0.21, 0.20, 0.20, 0.21, 0.20, 0.20, 0.23, 0.46, 0.20, 0.24, 0.45, 0.24, 0.21, 0.20, 0.21, 0.22, 0.26, 0.20, 0.22, 0.20, 0.17, 0.25, 0.46, 0.21, 0.18, 0.26]
}